Entry 1:
# C46H54O18

A cluster of 9 separate species, C46H54O18 in total at a distorted geometry (the ωB97M-V functional and the def2-TZVPD basis, the OMol25 dataset).

Element x y z (Å)
O 15.107 -20.875 8.820
C 14.563 -19.689 8.460
C 15.213 -18.546 8.933
C 14.599 -17.331 8.580
C 13.529 -17.275 7.672
O 12.875 -16.095 7.351
C 13.023 -18.474 7.204
C 13.558 -19.662 7.518
H 14.403 -21.522 8.626
H 16.047 -18.626 9.584
H 14.930 -16.346 8.922
H 13.192 -15.450 8.010
H 12.220 -18.464 6.498
H 13.206 -20.567 7.071
O 11.631 -16.081 4.798
C 11.545 -15.435 3.626
C 11.336 -16.201 2.504
C 11.345 -15.621 1.241
C 11.340 -14.231 1.106
O 11.455 -13.581 -0.105
C 11.411 -13.500 2.254
C 11.478 -14.057 3.517
H 12.119 -15.602 5.481
H 11.380 -17.271 2.599
H 11.330 -16.158 0.283
H 11.119 -14.144 -0.828
H 11.311 -12.428 2.088
H 11.522 -13.383 4.395
O 16.063 -27.351 4.904
C 14.830 -26.793 4.693
C 14.652 -25.562 4.159
C 13.378 -25.117 3.873
C 12.261 -25.833 4.238
O 11.062 -25.380 3.912
C 12.455 -27.144 4.766
C 13.739 -27.599 4.942
H 16.800 -26.705 4.773
H 15.517 -25.106 3.801
H 13.275 -24.153 3.375
H 10.420 -26.047 4.116
H 11.637 -27.858 4.850
H 13.906 -28.580 5.298
O 13.025 -20.402 -2.557
C 13.627 -19.380 -1.849
C 14.926 -19.068 -2.301
C 15.639 -18.097 -1.669
C 15.160 -17.565 -0.437
O 16.069 -16.677 0.168
C 13.913 -17.877 0.024
C 13.163 -18.881 -0.665
H 12.101 -20.421 -2.345
H 15.256 -19.549 -3.182
H 16.682 -17.859 -1.881
H 15.697 -16.271 0.945
H 13.469 -17.383 0.869
H 12.229 -19.192 -0.244
O 6.616 -16.895 -0.732
C 7.243 -18.033 -0.185
C 8.529 -17.869 0.215
C 9.271 -18.948 0.703
C 8.659 -20.181 0.734
O 9.390 -21.227 1.258
C 7.348 -20.436 0.273
C 6.687 -19.316 -0.223
H 6.454 -16.372 0.056
H 8.996 -16.919 0.000
H 10.250 -18.790 1.130
H 9.843 -21.001 2.062
H 6.987 -21.448 0.245
H 5.675 -19.468 -0.594
O 14.588 -21.849 4.981
C 15.508 -22.366 4.165
C 16.763 -22.727 4.722
C 17.714 -23.371 3.931
C 17.427 -23.638 2.592
O 18.376 -24.268 1.906
C 16.210 -23.248 2.055
C 15.254 -22.566 2.841
H 13.739 -21.792 4.508
H 16.924 -22.536 5.803
H 18.665 -23.546 4.395
H 18.027 -24.449 1.033
H 15.987 -23.360 1.024
H 14.325 -22.203 2.420
O 10.001 -20.493 7.818
C 9.465 -21.574 8.465
C 8.326 -22.137 7.889
C 7.685 -23.133 8.536
C 8.177 -23.725 9.665
O 7.405 -24.768 10.153
C 9.309 -23.206 10.211
C 10.015 -22.113 9.632
H 10.780 -20.146 8.310
H 7.759 -21.601 7.101
H 6.763 -23.419 8.048
H 7.755 -25.081 10.998
H 9.620 -23.692 11.131
H 10.911 -21.745 10.051
O 11.513 -20.278 2.804
C 11.315 -20.085 4.216
C 10.889 -21.345 4.882
O 11.909 -22.325 4.564
H 12.418 -20.267 2.519
H 12.268 -19.749 4.631
H 10.536 -19.389 4.441
H 9.935 -21.714 4.482
H 10.722 -21.114 5.944
H 11.440 -23.058 4.114
O 13.747 -25.119 9.207
C 12.697 -25.243 8.317
C 12.392 -23.927 7.622
O 13.608 -23.303 7.172
H 14.489 -24.739 8.689
H 13.000 -26.029 7.619
H 11.829 -25.617 8.868
H 11.805 -23.269 8.250
H 11.697 -24.162 6.829
H 13.565 -22.959 6.268

Computed properties:
- Lowest unoccupied orbital energy: 0.3 eV
- Total charge: 0
- SMILES string: Oc1ccc(O)cc1.Oc1ccc(O)cc1.Oc1ccc(O)cc1.Oc1ccc(O)cc1.Oc1ccc(O)cc1.Oc1ccc(O)cc1.Oc1ccc(O)cc1.OCCO.OCCO



Entry 2:
# C24H22O7S2

A cluster of 2 separate species, C24H22O7S2 in total at a distorted geometry (the ωB97M-V functional and the def2-TZVPD basis, the OMol25 dataset).

Element x y z (Å)
C -5.335 -2.712 1.911
O -4.806 -1.727 2.831
C -3.498 -1.392 2.695
C -2.893 -0.682 3.764
C -1.544 -0.448 3.743
C -0.716 -0.889 2.658
C 0.676 -0.655 2.730
C 1.708 -1.176 1.911
C 2.978 -0.523 1.951
C 4.025 -0.992 1.191
C 3.859 -2.145 0.381
O 4.961 -2.485 -0.334
C 6.009 -1.480 -0.015
C 5.418 -0.488 0.989
C 2.635 -2.833 0.337
C 1.589 -2.348 1.086
C -1.372 -1.493 1.547
C -2.725 -1.758 1.567
H -6.320 -2.943 2.314
H -5.423 -2.296 0.897
H -4.707 -3.616 1.884
H -3.523 -0.362 4.591
H -1.069 0.084 4.567
H 0.996 0.065 3.484
H 3.126 0.357 2.580
H 6.873 -2.020 0.389
H 6.297 -0.996 -0.956
H 5.431 0.527 0.580
H 5.998 -0.482 1.917
H 2.553 -3.723 -0.282
H 0.649 -2.894 1.071
H -0.821 -1.742 0.644
H -3.197 -2.271 0.726
C 0.755 -4.310 3.478
O 0.609 -5.434 4.443
C 1.048 -5.325 5.672
S -0.042 -4.954 7.035
O -0.369 -3.538 7.008
O -1.070 -5.962 7.174
C 1.236 -5.244 8.259
C 2.545 -5.302 7.802
C 3.593 -5.599 8.673
C 3.302 -5.822 10.021
C 1.981 -5.760 10.482
C 0.938 -5.475 9.600
S 2.781 -5.103 6.031
O 3.553 -6.221 5.521
O 3.157 -3.731 5.738
H 0.434 -4.740 2.531
H 0.101 -3.493 3.795
H 1.800 -3.989 3.442
H 4.606 -5.657 8.276
H 4.118 -6.044 10.705
H 1.747 -5.932 11.532
H -0.102 -5.431 9.919

Computed properties:
- Lowest unoccupied orbital energy: -2.8 eV
- Total charge: 0